Record 1
Below is a cluster of 2 separate species, C3H6N2O3 in total, with properties calculated with ωB97M-V/def2-TZVPD.

Computed properties:
ΔE to the lowest compared entry with this formula, charge and spin in kJ/mol: 503.2
LUMO level in eV: 0.6

Positions of all 14 atoms, in Å:
O 0.223 1.011 1.255
O 1.939 0.668 -1.388
O -0.014 1.877 -1.425
N -1.118 -0.757 1.089
N 1.066 -0.100 1.029
C -1.007 0.651 1.123
C 0.272 -1.358 1.133
C 0.982 1.446 -1.894
H 0.567 -1.887 0.271
H 1.254 1.621 -2.958
H -1.737 1.441 1.177
H 0.353 -1.867 2.115
H 1.891 0.489 -0.413
H -2.005 -1.051 0.689

***

Record 2
Below is a structure of composition C3H6N2O3, with properties calculated with ωB97M-V/def2-TZVPD.

Computed properties:
ΔE to the lowest compared entry with this formula, charge and spin in kJ/mol: 825.3
LUMO level in eV: 0.5

Positions of all 14 atoms, in Å:
O -3.019 -0.421 -0.546
O -1.973 1.455 0.068
O 1.569 0.427 0.720
N 0.225 0.371 1.032
N -2.124 0.264 -0.112
C -0.398 -1.896 0.081
C -0.482 -0.649 0.463
C 1.784 1.006 -0.610
H 1.711 2.088 -0.409
H -0.270 1.228 1.404
H 0.938 0.538 -1.143
H -1.168 -2.444 -0.510
H 0.438 -2.462 0.353
H 2.770 0.495 -0.791

***

Record 3
Below is the molecule C3H6N2O3, with properties calculated with ωB97M-V/def2-TZVPD.

Computed properties:
Structure (SMILES): C/N=C(\N)OC(=O)O
ΔE to the lowest compared entry with this formula, charge and spin in kJ/mol: 203.6
LUMO level in eV: 0.4

Positions of all 14 atoms, in Å:
O -1.950 2.116 1.259
O -1.019 1.110 -0.531
O -1.554 -0.034 1.646
N -0.566 -1.117 -0.806
N 1.138 0.528 -0.337
C -0.097 0.146 -0.523
C 2.179 -0.438 -0.606
C -1.432 0.928 0.907
H 2.005 -1.008 -1.525
H 3.138 0.078 -0.706
H 2.257 -1.147 0.227
H -2.464 1.941 2.070
H -0.069 -1.874 -0.355
H -1.568 -1.230 -0.720

***

What is the ΔE to the lowest compared entry with this formula, charge and spin in the first record?
503.2 kJ/mol

***

What is the formula in the second record?
C3H6N2O3

***

Which of these has the lowest ΔE to the lowest compared entry with this formula, charge and spin?
number 3